1.
Entry from OMol25: a molecular structure, C24H31BrN3NiO2P2 (ωB97M-V with the def2-TZVPD basis set).

Geometry as XYZ:
```
64
Properties=species:S:1:pos:R:3:mulliken_charge:R:1
Ni -0.798 -1.135 0.981 -0.052
C 2.602 -1.298 1.742 -1.475
P 1.416 -1.303 0.374 0.632
C 1.784 0.226 -0.562 -0.437
N 2.891 0.303 -1.255 -0.265
C 3.133 1.467 -1.911 0.183
C 4.310 1.595 -2.689 -0.554
C 4.558 2.765 -3.341 -0.532
C 3.652 3.854 -3.249 -0.542
C 2.514 3.755 -2.507 -0.687
C 2.233 2.548 -1.819 0.185
N 1.102 2.457 -1.074 -0.281
C 0.872 1.319 -0.472 -0.046
P -0.616 1.153 0.596 1.639
C -0.032 1.787 2.202 -1.511
C -1.930 2.303 0.010 1.924
C -3.203 1.880 0.755 -1.602
C -2.141 2.122 -1.496 -1.755
C -1.604 3.765 0.330 -1.702
C 1.755 -2.776 -0.678 1.774
C 0.950 -2.616 -1.968 -1.670
C 3.235 -2.984 -1.009 -1.666
C 1.235 -3.983 0.114 -1.666
H 3.617 -1.395 1.356 0.474
H 2.377 -2.111 2.429 0.413
H 2.521 -0.359 2.287 0.410
H 4.985 0.753 -2.740 0.481
H 5.454 2.872 -3.936 0.415
H 3.874 4.771 -3.775 0.415
H 1.812 4.571 -2.419 0.483
H 0.587 2.674 2.072 0.417
H 0.516 1.008 2.731 0.414
H -0.894 2.043 2.818 0.420
H -3.547 0.900 0.425 0.244
H -3.990 2.605 0.537 0.550
H -3.075 1.855 1.839 0.399
H -2.283 1.074 -1.760 0.272
H -1.309 2.522 -2.068 0.343
H -3.046 2.660 -1.786 0.518
H -1.598 3.955 1.402 0.354
H -2.383 4.392 -0.108 0.545
H -0.649 4.070 -0.093 0.266
H 1.307 -1.776 -2.563 0.337
H -0.120 -2.478 -1.779 0.211
H 1.057 -3.521 -2.568 0.546
H 3.655 -2.140 -1.549 0.283
H 3.326 -3.878 -1.629 0.506
H 3.830 -3.154 -0.113 0.385
H 0.188 -3.875 0.408 0.239
H 1.823 -4.162 1.014 0.379
H 1.313 -4.870 -0.515 0.502
Br -3.218 -1.862 -1.388 -0.085
C -3.680 -1.964 0.436 0.138
C -4.969 -2.262 0.837 -0.578
C -5.210 -2.351 2.201 -0.368
C -4.176 -2.155 3.105 -0.734
C -2.921 -1.854 2.612 0.637
N -2.692 -1.751 1.292 0.182
C -1.704 -1.641 3.512 0.155
O -1.815 -1.793 4.703 -0.648
O -0.619 -1.332 2.866 -0.307
H -5.748 -2.425 0.108 0.499
H -6.204 -2.585 2.553 0.444
H -4.306 -2.233 4.174 0.548
```

Values from the calculation:
- Gap between HOMO and LUMO (spin up / spin down): 7.94 / 8.20 eV
- ⟨S²⟩: 2.009
- E_tot: -163616.8255 eV
- Spin multiplicity: 3
- Net charge: +1
- HOMO energy (spin up / spin down): -11.5 / -12.1 eV

---

2.
Entry from OMol25: 2 unconnected molecules or ions with the total composition C24H38N3O7S4 in a non-equilibrium geometry (ωB97M-V with the def2-TZVPD basis set).

Geometry as XYZ:
```
76
Properties=species:S:1:pos:R:3:mulliken_charge:R:1
C -1.008 0.231 8.822 -0.364
C -0.850 -0.155 7.473 -0.370
C -0.525 -0.466 5.871 -0.012
C -1.897 -0.842 5.008 -0.532
C -1.547 -0.465 3.418 -0.183
C -2.479 -1.263 2.335 0.487
C -3.182 -0.434 1.086 -0.572
C -3.557 1.121 1.434 -0.576
C -2.390 2.222 1.120 -0.558
S -0.718 1.524 0.655 0.274
C 0.408 3.068 0.600 -0.267
S 1.511 3.401 -0.655 -0.160
N 0.221 4.021 1.799 0.231
C -0.105 5.498 1.777 -0.157
C -0.191 5.769 3.393 -0.263
N 0.102 4.456 4.112 -0.537
C 0.374 3.306 3.139 0.007
O -3.701 -1.664 3.110 -0.364
S -4.228 -3.266 2.691 1.095
O -4.936 -4.108 3.782 -0.524
O -5.140 -3.440 1.452 -0.542
O -2.739 -3.906 2.152 -0.328
C -1.804 -2.740 2.024 -0.291
S -0.529 -2.911 0.664 1.393
C 1.050 -1.986 1.136 -0.801
O -1.055 -2.554 -0.747 -0.568
O -0.136 -4.432 0.611 -0.705
H -0.861 0.658 9.923 0.349
H 0.247 -1.362 5.813 0.312
H -0.064 0.521 5.398 0.081
H -2.789 -0.175 5.424 0.331
H -2.130 -1.979 5.169 0.277
H -0.431 -0.835 3.261 0.046
H -1.584 0.702 3.355 -0.024
H -4.225 -0.988 0.902 0.475
H -2.598 -0.575 0.053 0.068
H -4.498 1.417 0.765 0.370
H -3.817 1.177 2.582 0.242
H -2.751 2.997 0.316 0.460
H -2.226 2.835 2.131 0.176
H -0.277 6.190 0.849 0.309
H -0.464 6.817 3.841 0.323
H 0.600 2.168 3.366 0.247
H -1.149 -2.898 3.009 0.384
H 1.866 -2.279 0.337 0.360
H 0.938 -0.815 1.111 0.094
H 1.448 -2.263 2.211 0.381
C 0.467 -1.619 -4.071 -1.798
C 1.172 -0.318 -3.592 1.981
C 0.845 0.808 -4.606 -1.194
C 1.577 0.625 -5.933 -0.554
C 3.080 0.495 -5.717 -1.145
C 3.485 -0.571 -4.662 1.343
N 2.652 -0.516 -3.414 0.615
O 3.129 0.567 -2.648 -0.240
C 3.401 -1.998 -5.260 -1.510
C 5.019 -0.401 -4.389 -1.662
C 0.467 -0.030 -2.226 -1.356
H -0.624 -1.523 -3.982 0.435
H 0.632 -1.856 -5.121 0.427
H 0.768 -2.481 -3.468 0.382
H 1.112 1.792 -4.182 0.359
H -0.234 0.848 -4.795 0.429
H 1.197 -0.251 -6.466 0.341
H 1.375 1.484 -6.582 0.425
H 3.559 0.273 -6.679 0.407
H 3.460 1.479 -5.409 0.398
H 3.630 -2.754 -4.496 0.411
H 4.130 -2.131 -6.070 0.459
H 2.438 -2.244 -5.699 0.283
H 5.282 0.614 -4.067 0.387
H 5.603 -0.591 -5.298 0.427
H 5.368 -1.105 -3.623 0.440
H 0.676 -0.836 -1.509 0.110
H -0.622 0.026 -2.344 0.492
H 0.774 0.917 -1.771 -0.165
```

Values from the calculation:
- Gap between HOMO and LUMO: 2.93 eV
- E_tot: -87617.9202 eV
- Net charge: +1
- HOMO energy: -10.9 eV

---

3.
Entry from OMol25: a molecular structure, C6H10O in a non-equilibrium geometry (ωB97M-V with the def2-TZVPD basis set).

Geometry as XYZ:
```
17
Properties=species:S:1:pos:R:3:mulliken_charge:R:1
C -1.266 0.861 1.263 -1.303
C -0.243 -0.210 0.973 -0.140
C -0.522 -1.420 -0.409 -1.056
C 0.869 -0.972 -0.811 0.321
O 0.808 -0.064 -1.904 -0.473
C 0.890 1.059 -1.011 -0.531
C 1.032 0.142 0.231 -0.079
H -0.963 1.536 2.081 0.314
H -2.210 0.409 1.565 0.341
H -1.451 1.506 0.390 0.322
H -0.456 -1.257 1.170 0.330
H -0.620 -2.519 -0.221 0.351
H -1.334 -1.098 -1.044 0.355
H 1.635 -1.743 -0.916 0.385
H -0.001 1.699 -1.071 0.198
H 1.772 1.669 -1.241 0.269
H 1.965 0.297 0.783 0.395
```

Values from the calculation:
- Gap between HOMO and LUMO: 9.36 eV
- E_tot: -8427.3237 eV
- HOMO energy: -8.3 eV

---

4.
Entry from OMol25: a molecular structure, CaIO4P in a non-equilibrium geometry (ωB97M-V with the def2-TZVPD basis set).

Geometry as XYZ:
```
7
Properties=species:S:1:pos:R:3:mulliken_charge:R:1
Ca -0.844 -1.199 -1.489 0.873
P 0.631 0.678 1.054 0.716
O 0.359 2.124 0.660 -0.770
O -0.631 0.510 1.938 -0.734
O 2.030 0.727 1.661 -0.855
O 0.768 -0.350 -0.136 -0.762
I -2.312 -2.490 -3.688 -0.468
```

Values from the calculation:
- Gap between HOMO and LUMO: 2.32 eV
- E_tot: -44020.9795 eV
- Net charge: -2
- HOMO energy: 1.7 eV

---

Please write out number 4 again, unchanged.
Entry from OMol25: a molecular structure, CaIO4P in a non-equilibrium geometry (ωB97M-V with the def2-TZVPD basis set).

Geometry as XYZ:
```
7
Properties=species:S:1:pos:R:3:mulliken_charge:R:1
Ca -0.844 -1.199 -1.489 0.873
P 0.631 0.678 1.054 0.716
O 0.359 2.124 0.660 -0.770
O -0.631 0.510 1.938 -0.734
O 2.030 0.727 1.661 -0.855
O 0.768 -0.350 -0.136 -0.762
I -2.312 -2.490 -3.688 -0.468
```

Values from the calculation:
- Gap between HOMO and LUMO: 2.32 eV
- E_tot: -44020.9795 eV
- Net charge: -2
- HOMO energy: 1.7 eV

---

> The lowest E_tot belongs to which entry?

C24H31BrN3NiO2P2

---

> Which of these has the highest E_tot?

C6H10O